No. 1
CH2Cl2O2 | the ωB97M-V functional and the def2-TZVPD basis

XYZ file:
```
7
Properties=species:S:1:pos:R:3:mulliken_charge:R:1
O -1.62877 -0.17033 0.49143 -0.427
C -0.69209 0.43210 0.91160 0.598
O 0.52115 0.53763 0.35666 -0.295
Cl -0.69184 1.28096 2.38057 -0.143
H 0.41646 0.09953 -0.47724 0.263
Cl 0.57909 -1.54322 -1.74372 -0.288
H 1.49601 -0.63666 -1.91929 0.293
```

Values from the calculation:
Orbital gap ... 11.51 eV
ΔE to the lowest compared entry with this formula, charge and spin ... 0.3 kcal per mole
LUMO level ... 0.30 eV
HOMO level ... -0.4119 Eh

***

No. 2
C4H8FN3 | the ωB97M-V functional and the def2-TZVPD basis

XYZ file:
```
16
Properties=species:S:1:pos:R:3:mulliken_charge:R:1
C 0.96586 -0.27394 1.46676 -0.216
C 0.75712 -0.10883 0.09004 -0.381
C -0.47654 0.34006 -0.53978 0.854
C -1.68671 0.62391 0.15040 -0.238
H 2.52075 0.29545 3.01557 0.308
H 2.88868 -0.10981 1.37865 0.305
H 0.18620 -0.22471 2.24601 0.400
H 1.80516 -0.43213 -0.57241 -0.019
H -1.54481 1.45785 0.60553 0.241
H -2.71128 0.77844 -0.45541 0.273
H 0.97641 -0.73660 -2.25220 0.171
H -0.03263 -0.54603 -3.42229 0.310
N 2.24944 -0.59575 1.96519 -0.708
N -0.62798 0.47986 -1.78410 -0.371
N 0.44384 0.12505 -2.66046 -0.623
F -1.76712 -0.44819 1.08973 -0.306
```

Values from the calculation:
Orbital gap ... 8.56 eV
ΔE to the lowest compared entry with this formula, charge and spin ... 111.9 kcal per mole
LUMO level ... 0.13 eV
HOMO level ... -0.3100 Eh

***

No. 3
C11H34BF4N2O11 | the ωB97M-V functional and the def2-TZVPD basis

XYZ file:
```
63
Properties=species:S:1:pos:R:3:mulliken_charge:R:1
B -0.11567 -0.26904 0.15380 0.924
F -1.06593 0.61307 -0.31568 -0.193
F 0.14241 -1.24186 -0.86239 -0.796
F 1.09109 0.33881 0.51887 -0.451
F -0.59588 -0.99757 1.28246 -0.547
C -4.18509 0.78782 -1.81023 0.494
O -5.17574 1.48086 -1.95307 -0.687
N -4.06869 -0.05298 -0.67552 -0.442
N -3.07863 0.82599 -2.69321 -0.213
H -3.27045 -0.50688 -0.32185 0.298
H -4.58869 0.38077 0.07914 0.277
H -3.17383 1.25743 -3.61874 0.179
H -2.19761 0.54369 -2.37710 0.119
C 3.45673 -1.37207 -1.21291 0.355
C 4.26114 -2.39733 -0.41693 -0.374
O 3.86891 -3.64940 -1.00104 -0.543
O 3.61279 -1.72790 -2.56986 -0.673
H 3.61317 -0.28701 -1.01477 0.237
H 2.38121 -1.52536 -0.95828 -0.274
H 4.03083 -2.54254 0.64715 0.282
H 5.31050 -2.19955 -0.60597 0.271
H 3.73014 -3.56779 -1.94696 0.339
H 2.75987 -1.76349 -3.01876 0.407
C 2.35102 3.45329 4.15308 -0.702
C 1.52929 2.73923 3.11424 -0.009
O 2.10135 1.47496 2.90244 -0.519
O 3.61806 3.86620 3.62916 -0.541
H 2.50755 2.81557 5.03573 0.268
H 1.87090 4.28864 4.57936 0.402
H 1.39551 3.35837 2.21647 0.311
H 0.51215 2.66402 3.50205 0.160
H 1.65975 1.15886 2.06059 0.338
H 3.90761 3.07813 3.14314 0.339
C 0.98364 -4.23060 1.22821 -0.060
C -0.19600 -4.43832 0.33707 -0.171
O -1.31365 -3.86463 0.94503 -0.561
O 0.78451 -4.61040 2.57722 -0.572
H 1.30378 -3.18646 1.11443 -0.090
H 1.78427 -4.84062 0.91116 0.317
H -0.56003 -5.47757 0.18308 0.302
H -0.15104 -3.89958 -0.61376 0.099
H -1.00715 -3.09798 1.41323 0.304
H -0.18767 -4.67841 2.63450 0.402
C 1.45601 0.77937 -3.60322 -0.384
C 0.33897 1.80661 -3.57882 -0.297
O -0.74041 1.54209 -4.51601 -0.558
O 1.04096 -0.55467 -3.22860 -0.577
H 2.12508 1.09788 -2.81943 0.255
H 1.94517 0.69716 -4.60724 0.372
H 0.85960 2.71000 -3.83726 0.424
H -0.04800 1.93533 -2.60203 0.110
H -0.71258 0.59555 -4.63552 0.360
H 0.60904 -0.59488 -2.34042 0.405
C -3.86123 2.77347 1.13424 -0.362
C -3.30090 1.89603 2.27766 -0.077
O -3.15283 0.52424 2.04263 -0.518
O -5.21622 2.48566 0.88564 -0.601
H -3.28132 2.49778 0.20506 0.054
H -3.75363 3.81708 1.33820 0.475
H -3.93141 2.04149 3.16372 0.357
H -2.36961 2.39386 2.50956 0.027
H -2.22662 0.35921 1.89113 0.177
H -5.41653 2.49637 -0.05388 0.346
```

Values from the calculation:
Orbital gap ... 9.95 eV
Total charge ... -1
LUMO level ... 2.64 eV
HOMO level ... -0.2686 Eh

***

No. 4
C12H15AgAsN6PS4 | the ωB97M-V functional and the def2-TZVPD basis

XYZ file:
```
40
Properties=species:S:1:pos:R:3:mulliken_charge:R:1
Ag -2.47127 -1.24584 0.18742 0.177
C 2.97685 -0.33445 2.00836 -0.725
N 3.20460 -0.78535 0.64707 0.283
C 4.31221 -1.48220 0.23036 -0.131
C 4.14114 -1.69054 -1.10705 -0.729
N 2.96195 -1.13647 -1.52425 -0.575
C 2.41092 -0.60976 -0.44769 -0.035
P 0.89898 0.42719 -0.49607 -0.121
C 0.12167 -0.05630 1.06250 0.089
N -0.03384 -1.29130 1.52736 -0.415
C -0.67273 -1.14300 2.72687 -0.667
C -0.89650 0.18293 2.98686 -0.274
N -0.36510 0.86589 1.93868 0.552
C -0.50059 2.30211 1.74467 -1.003
C -0.06156 -0.50720 -1.72463 0.439
N -0.48535 -1.75403 -1.64272 -0.649
C -1.22275 -1.96503 -2.77288 -0.774
C -1.24741 -0.83460 -3.53590 -0.139
N -0.49339 0.08684 -2.87108 0.429
C -0.41518 1.49402 -3.21979 -0.847
H 3.91721 -0.42172 2.55128 0.346
H 2.20661 -0.93140 2.49433 0.239
H 2.66574 0.70914 2.01681 0.309
H 5.08885 -1.76878 0.91912 0.334
H 4.79528 -2.21038 -1.78884 0.404
H -0.97333 -1.99458 3.31445 0.420
H -1.47330 0.68797 3.74193 0.456
H -0.38587 2.78962 2.71180 0.356
H -1.49200 2.51542 1.34278 0.218
H 0.27301 2.64277 1.05821 0.344
H -1.71309 -2.90646 -2.95830 0.439
H -1.75668 -0.59073 -4.45187 0.373
H -0.50632 1.58585 -4.30157 0.351
H 0.54630 1.89552 -2.90868 0.313
H -1.22321 2.03491 -2.72278 0.225
S -3.90862 2.06365 2.54506 -0.697
As -4.49277 1.15661 0.67662 0.489
S -4.78165 -1.03315 0.97687 -0.592
S -2.74118 1.20977 -0.71637 -0.509
S -6.20758 2.04310 -0.21893 -0.700
```

Values from the calculation:
Orbital gap ... 4.86 eV
Total charge ... -2
ΔE to the lowest compared entry with this formula, charge and spin ... 1.0 kcal per mole
LUMO level ... 4.34 eV
HOMO level ... -0.0190 Eh

***

No. 5
C4H15N2O | the ωB97M-V functional and the def2-TZVPD basis

XYZ file:
```
22
Properties=species:S:1:pos:R:3:mulliken_charge:R:1
N -0.31524 1.90480 -0.88676 -0.274
C -0.41293 1.18844 0.44996 -0.334
C 0.86137 0.48630 0.70386 -0.759
N 0.55369 -0.92320 0.33858 0.080
C 0.39707 -1.69408 1.64160 -1.045
C 1.57758 -1.50046 -0.52698 -1.019
H -0.75650 1.23582 -1.65171 0.356
H 0.55049 2.13209 -1.22889 0.340
H -0.64778 2.88583 -0.80847 0.316
H -1.35140 0.60994 0.50250 0.314
H -0.53650 2.00859 1.35549 0.273
H 1.55455 0.69632 1.71478 0.371
H 1.56597 0.98153 -0.01590 0.359
H 1.37042 -2.07774 2.09920 0.339
H -0.27058 -2.65269 1.54562 0.283
H -0.14460 -1.12167 2.38859 0.380
H 0.79706 -1.96627 -1.24030 0.343
H 2.48956 -1.87466 0.02650 0.321
H 1.91416 -0.70597 -1.21525 0.348
H -2.90448 -0.51287 -2.14559 0.315
H -3.58297 0.59098 -1.30392 0.319
O -2.70896 0.30898 -1.74293 -0.625
```

Values from the calculation:
Orbital gap ... 9.18 eV
Total charge ... +1
ΔE to the lowest compared entry with this formula, charge and spin ... 93.9 kcal per mole
LUMO level ... -3.35 eV
HOMO level ... -0.4604 Eh

***

No. 6
C4H6N4 | the ωB97M-V functional and the def2-TZVPD basis

XYZ file:
```
14
Properties=species:S:1:pos:R:3:mulliken_charge:R:1
C -1.12767 -0.14036 -0.24538 -0.130
C 0.91009 0.78524 -0.05067 0.437
C 2.15778 0.14907 -0.07382 -0.275
C 0.23532 -0.46436 -0.24822 0.206
H -2.61834 -1.05613 0.93326 0.229
H -2.45367 -1.37840 -0.74415 0.276
H -2.08793 1.72569 0.14731 0.314
H 2.82639 0.17960 0.78312 0.283
H 2.66634 0.57648 -0.94620 0.187
H 1.47460 -1.61058 0.75227 0.300
N -2.39449 -0.68297 -0.01416 -0.571
N -1.13473 1.24889 -0.16854 0.183
N 0.09253 1.80603 0.01794 -0.881
N 1.45376 -1.13818 -0.14276 -0.557
```

Values from the calculation:
Orbital gap ... 8.94 eV
ΔE to the lowest compared entry with this formula, charge and spin ... 100.9 kcal per mole
LUMO level ... 0.83 eV
HOMO level ... -0.2981 Eh